1.
# C3H3LiO4Pt

A structure of composition C3H3LiO4Pt in a non-equilibrium geometry (wB97M-V/def2-TZVPD, OMol25).

As for the expectation value of S²: 2.00. For the molecular weight, the calculation gives 305.07 g/mol. Its total charge is +2. The value obtained for the HOMO-LUMO gap (alpha / beta) is 8.493 / 6.570 eV. Its spin multiplicity is 3. For the energy, the calculation gives -14778.4195 eV. The HOMO energy (alpha / beta) comes out at -19.21 / -19.71 eV.

Geometry (Å):
C 1.90301 -0.66632 0.69140
C 1.46598 -0.80106 -0.73881
O 0.06983 -0.64321 -0.95246
C -0.52156 0.63172 -0.97328
O -0.31781 1.56428 -0.21749
O -1.24419 0.70849 -1.99192
O 1.21177 -0.22951 1.58534
H 2.90463 -1.09161 0.89701
H 1.73751 -1.80297 -1.09415
H 2.05715 -0.07952 -1.32747
Pt -1.27676 -1.24397 -2.03178
Li 0.19097 1.41149 1.59889

Force components x, y, z for each atom (eV/Å):
-0.23 -0.61 1.08
2.07 -0.33 -0.14
3.70 1.59 4.19
0.94 6.32 1.54
0.63 -2.20 0.15
-1.05 0.75 -0.84
0.22 0.23 -0.70
-0.10 0.29 -0.11
-0.16 0.15 0.07
-0.36 -0.05 -0.09
-5.68 -6.36 -5.55
0.00 0.23 0.40


2.
# C3H3MgNaO4

A structure of composition C3H3MgNaO4 in a non-equilibrium geometry (wB97M-V/def2-TZVPD, OMol25).

For the molecular weight, the calculation gives 150.35 g/mol. The value obtained for the HOMO-LUMO gap is 4.672 eV. Its spin multiplicity is 1. For the energy, the calculation gives -21211.5144 eV. The HOMO energy comes out at -5.55 eV.

Geometry (Å):
C 1.14394 0.99968 0.17417
O 0.90406 2.18911 0.10066
O 2.28749 0.42481 0.21963
C -0.00389 -0.03784 -0.01493
O 0.23923 -1.23186 -0.09372
O -1.19042 0.48238 -0.03189
C -2.32028 -0.40208 -0.04741
H -2.30092 -1.03996 0.84384
H -3.20042 0.24415 -0.04266
H -2.29625 -1.02060 -0.95203
Mg 4.17574 1.24391 -0.39664
Na 2.56172 -1.85171 0.24097

Force components x, y, z for each atom (eV/Å):
-0.09 0.57 -1.15
-0.11 -0.41 0.37
0.42 -0.24 0.42
0.85 -0.46 0.52
-0.22 -0.14 0.01
-0.64 0.44 0.05
-0.02 -0.23 -0.14
-0.02 0.12 -0.24
0.23 -0.15 0.00
-0.05 0.11 0.25
-0.07 -0.22 0.06
-0.27 0.60 -0.15


3.
# C3H3MgO4Rh

A structure of composition C3H3MgO4Rh in a non-equilibrium geometry (wB97M-V/def2-TZVPD, OMol25).

As for the expectation value of S²: 6.02. For the molecular weight, the calculation gives 230.26 g/mol. The value obtained for the HOMO-LUMO gap (alpha / beta) is 6.067 / 7.249 eV. Its spin multiplicity is 5. For the energy, the calculation gives -19795.3493 eV. The HOMO energy (alpha / beta) comes out at -6.82 / -8.94 eV. The energy above the lowest of the compared OMol25 structures with the same formula, charge and spin comes out at 169.9 kJ/mol.

Geometry (Å):
O -2.10454 1.04776 0.15087
C -1.76318 -0.18089 0.33678
O -2.14411 -0.85373 1.29793
Rh -0.91580 2.27919 -0.72866
O 0.21545 0.74435 -1.20453
C 0.04133 -0.43055 -0.54860
C 1.29973 -0.79128 0.25733
O 2.03334 0.29268 0.71614
Mg 1.66084 1.92194 -0.23482
H 1.91150 -1.43008 -0.41945
H 0.96411 -1.44527 1.09002
H -1.19867 -1.15413 -0.71301

Force components x, y, z for each atom (eV/Å):
-0.66 -3.03 -0.20
-2.03 1.55 5.38
1.45 0.09 -3.11
-0.29 4.62 -0.63
0.55 -5.40 0.46
-1.17 1.70 -2.41
-0.12 -1.07 1.15
-0.70 0.14 -0.76
-0.16 -0.55 0.38
-0.39 0.17 0.11
0.20 0.19 -0.27
3.31 1.58 -0.10


4.
# C3H3N

A cluster of 2 separate species, C3H3N in total in a non-equilibrium geometry (wB97M-V/def2-TZVPD, OMol25).

As for the expectation value of S²: 2.01. For the molecular weight, the calculation gives 53.06 g/mol. The value obtained for the HOMO-LUMO gap (alpha / beta) is 6.970 / 7.016 eV. Its spin multiplicity is 3. For the energy, the calculation gives -4639.7793 eV. The HOMO energy (alpha / beta) comes out at -5.80 / -10.74 eV. The energy above the lowest of the compared OMol25 structures with the same formula, charge and spin comes out at 367.4 kJ/mol.

Geometry (Å):
C 0.91729 0.59139 -0.88694
C 1.68638 1.27243 -1.51817
C -1.09082 -0.80058 0.80314
N -1.80341 -1.38642 1.48624
H 0.25287 0.06487 -0.29066
H 2.28579 2.01600 -1.98534
H -2.24811 -1.75770 2.39175

Force components x, y, z for each atom (eV/Å):
1.67 1.44 -1.38
-0.90 -0.30 0.76
4.56 3.75 -2.77
-6.66 -5.43 4.11
-0.72 -0.79 0.65
0.16 -0.21 -0.18
1.88 1.53 -1.18


5.
# C3H3N2O

A structure of composition C3H3N2O in a non-equilibrium geometry (wB97M-V/def2-TZVPD, OMol25).

For the molecular weight, the calculation gives 83.07 g/mol. Its total charge is +1. The value obtained for the HOMO-LUMO gap is 10.091 eV. Its spin multiplicity is 1. For the energy, the calculation gives -8174.2390 eV. The HOMO energy comes out at -16.32 eV. The energy above the lowest of the compared OMol25 structures with the same formula, charge and spin comes out at 450.7 kJ/mol.

Geometry (Å):
C -0.76109 -1.67699 0.55683
C 1.12012 -0.77075 -0.22635
C -0.59970 0.65753 -0.04930
N 0.80503 -1.90971 -0.38322
N 0.85921 0.46117 -0.03566
O -1.12781 -0.49943 0.50531
H -0.75811 1.62660 0.52216
H -0.87321 0.76561 -1.11702
H 1.33556 1.34598 0.22724

Force components x, y, z for each atom (eV/Å):
-0.65 -0.02 0.27
0.74 -2.09 -0.75
1.76 3.00 -1.72
0.58 1.56 0.32
-0.46 2.73 0.68
-1.30 -1.51 0.98
-0.56 -1.63 -0.42
-0.77 -0.30 0.75
0.66 -1.72 -0.11


6.
# C3H3N2O2S

A structure of composition C3H3N2O2S in a non-equilibrium geometry (wB97M-V/def2-TZVPD, OMol25).

For the molecular weight, the calculation gives 131.14 g/mol. Its total charge is -1. The value obtained for the HOMO-LUMO gap is 6.846 eV. Its spin multiplicity is 1. For the energy, the calculation gives -21069.2854 eV. The HOMO energy comes out at -3.11 eV. The energy above the lowest of the compared OMol25 structures with the same formula, charge and spin comes out at 223.8 kJ/mol.

Geometry (Å):
C -0.56625 0.47071 1.14483
C -0.50304 0.73873 -0.76485
C -1.97668 -1.37773 0.70544
N -1.40974 -0.48182 1.59532
N 0.83755 0.84821 -1.03060
O -0.14782 1.29925 1.96458
O -2.86349 -2.15859 1.01448
S -1.38533 -1.08716 -0.91145
H -1.90122 -0.34886 2.52051
H 1.11360 1.18325 -1.94846
H 1.65384 0.27879 -0.60951

Force components x, y, z for each atom (eV/Å):
0.63 3.81 -1.52
-0.86 -1.10 4.32
-0.39 0.29 -0.71
-1.63 -1.01 1.27
2.81 -1.11 0.08
0.19 -0.92 -1.10
0.36 0.07 0.24
0.27 -0.61 -0.80
1.09 -0.29 -1.43
-0.45 -0.02 0.32
-2.01 0.88 -0.66


7.
# C3H3N2O3

The ion C3H3N2O3 with charge -1 in a non-equilibrium geometry (wB97M-V/def2-TZVPD, OMol25).

For the molecular weight, the calculation gives 115.07 g/mol. Its total charge is -1. The value obtained for the HOMO-LUMO gap (alpha / beta) is 7.763 / 7.718 eV. Its spin multiplicity is 1. For the energy, the calculation gives -12277.8149 eV. The HOMO energy (alpha / beta) comes out at -4.33 / -4.70 eV. The energy above the lowest of the compared OMol25 structures with the same formula, charge and spin comes out at 612.6 kJ/mol.

Geometry (Å):
C -0.99887 0.26666 -0.07049
C 0.79460 2.00322 -0.23143
C 0.11395 0.84708 0.56789
N -1.44770 -0.98620 0.27671
N 0.66215 -1.86227 0.43973
O 0.22157 3.09157 -0.38854
O 1.85625 1.54651 -0.65471
O -0.58918 -1.84879 0.74463
H -1.61907 0.89114 -0.69627
H 0.66981 0.12340 1.13539
H 0.86032 -1.06710 -0.12737

Force components x, y, z for each atom (eV/Å):
1.71 0.06 2.06
-1.01 0.30 1.27
-1.55 -0.40 -2.44
-2.35 2.19 -1.25
2.06 -1.50 0.51
0.09 -0.33 -0.02
1.12 -0.21 -0.58
-0.47 -1.42 0.79
-0.29 -0.31 -0.10
0.48 0.81 0.71
0.20 0.81 -0.94


8.
# C3H3N3

An isolated molecule of C3H3N3 in a non-equilibrium geometry (wB97M-V/def2-TZVPD, OMol25).

For the molecular weight, the calculation gives 81.08 g/mol. The SMILES is c1cnncn1. The value obtained for the HOMO-LUMO gap is 8.781 eV. Its spin multiplicity is 1. For the energy, the calculation gives -7626.6349 eV. The HOMO energy comes out at -9.02 eV. The energy above the lowest of the compared OMol25 structures with the same formula, charge and spin comes out at 281.2 kJ/mol.

Geometry (Å):
C -0.61752 -0.74153 -0.48758
C -0.23587 0.49332 -1.09478
N 0.63655 1.21241 -0.42509
N 0.77067 1.02753 0.77829
C 0.55826 -0.12818 1.27534
N 0.08924 -1.18628 0.54336
H -1.22155 -1.39415 -1.16473
H -0.48337 1.05877 -1.90608
H 0.50358 -0.34188 2.48127

Force components x, y, z for each atom (eV/Å):
1.11 -0.16 -2.81
0.55 -1.24 3.46
-0.51 2.66 -5.20
2.22 0.51 5.50
-1.71 -3.45 3.45
-1.66 0.70 0.50
0.43 0.02 1.21
-1.34 0.11 -2.83
0.92 0.84 -3.28


9.
# C3H3N3

A structure of composition C3H3N3 in a non-equilibrium geometry (wB97M-V/def2-TZVPD, OMol25).

For the molecular weight, the calculation gives 81.08 g/mol. The value obtained for the HOMO-LUMO gap is 8.699 eV. Its spin multiplicity is 1. For the energy, the calculation gives -7626.1551 eV. The HOMO energy comes out at -9.73 eV. The energy above the lowest of the compared OMol25 structures with the same formula, charge and spin comes out at 327.5 kJ/mol.

Geometry (Å):
N -1.47865 0.49634 -0.37940
C 0.86109 0.13053 0.36191
C -0.53590 0.30827 0.59437
N -0.44777 0.26835 1.83045
C 1.37598 -1.12776 -0.07341
N 1.78323 -2.13919 -0.47391
H -1.46922 1.39999 -0.81698
H -1.59896 -0.30183 -0.97615
H 1.43301 1.01331 0.06790

Force components x, y, z for each atom (eV/Å):
-1.92 0.09 0.51
0.31 -0.05 0.99
-0.19 0.06 -0.78
1.87 -0.15 -1.46
0.31 -0.93 0.27
-0.45 1.08 0.38
-0.01 -0.01 -0.24
0.07 0.08 -0.41
0.01 -0.18 0.74


10.
# C3H3N3

An isolated molecule of C3H3N3 in a non-equilibrium geometry (wB97M-V/def2-TZVPD, OMol25).

For the molecular weight, the calculation gives 81.08 g/mol. The SMILES is [H]/N=C1/C=NC=N1. The value obtained for the HOMO-LUMO gap is 9.085 eV. Its spin multiplicity is 1. For the energy, the calculation gives -7627.0930 eV. The HOMO energy comes out at -10.26 eV. The energy above the lowest of the compared OMol25 structures with the same formula, charge and spin comes out at 237.0 kJ/mol.

Geometry (Å):
H 2.41344 -0.80765 0.03901
N 1.98361 0.04237 -0.01911
C 0.75233 -0.13641 -0.13748
C -0.14803 1.06168 -0.10999
N -1.34502 0.77928 -0.07659
C -1.37851 -0.73904 -0.02308
N -0.15548 -1.10975 -0.07063
H 0.11967 2.11451 0.27599
H -2.24201 -1.20500 0.12189

Force components x, y, z for each atom (eV/Å):
2.00 -3.13 0.34
-0.69 1.52 -0.43
-1.48 4.34 0.37
2.17 3.77 1.41
-4.06 -1.47 0.48
6.77 5.57 -1.17
-1.56 -6.69 0.13
0.13 -1.55 -1.52
-3.27 -2.37 0.38